(1)
The following is a DFT calculation (ωB97M-V/def2-TZVPD) of a 6-piece molecular cluster, C10H31O6 overall in a non-equilibrium geometry.

Element x y z (Å)
O  0.21  -0.12  0.85
H  -0.11  -0.74  0.17
C  1.58  3.21  4.10
C  1.30  2.26  2.89
O  0.47  1.18  3.16
H  0.64  3.23  4.65
H  1.72  4.28  3.95
H  2.36  2.77  4.73
H  2.21  1.90  2.41
H  0.91  2.80  2.03
H  0.38  0.62  2.38
C  2.64  0.75  -2.17
C  3.03  1.27  -0.78
O  2.76  0.33  0.21
H  1.59  0.75  -2.47
H  2.99  -0.25  -2.42
H  3.06  1.55  -2.79
H  2.50  2.18  -0.51
H  4.12  1.35  -0.72
H  1.82  0.21  0.31
C  -0.12  -2.66  -2.83
C  0.94  -2.52  -1.64
O  2.04  -3.26  -2.07
H  0.35  -2.80  -3.80
H  -0.76  -1.78  -2.76
H  -0.77  -3.51  -2.61
H  0.54  -2.82  -0.67
H  1.15  -1.46  -1.50
H  2.81  -2.87  -1.65
C  -2.83  -2.69  0.50
C  -2.91  -1.72  1.66
O  -1.62  -1.38  2.22
H  -2.62  -3.69  0.88
H  -2.05  -2.39  -0.20
H  -3.70  -2.73  -0.15
H  -3.29  -2.26  2.52
H  -3.51  -0.84  1.45
H  -1.23  -0.81  1.55
C  -2.91  1.30  -0.92
C  -1.64  1.58  -1.80
O  -0.55  1.77  -0.92
H  -3.86  1.61  -1.37
H  -2.79  1.90  -0.02
H  -3.02  0.30  -0.50
H  -1.84  2.43  -2.46
H  -1.54  0.77  -2.52
H  -0.44  1.01  -0.33

Calculated values
**Multiplicity**: 2
**Expectation value of S²**: 0.76
**HOMO energy (spin up / spin down)**: -0.375 / -0.354 Ha
**LUMO (spin up / spin down)**: 0.69 / -4.79 eV

(2)
The following is a DFT calculation (ωB97M-V/def2-TZVPD) of C10H33BNO10Zr as an isolated structure in a non-equilibrium geometry.

Element x y z (Å)
Zr  -16.44  -20.46  10.90
B  -15.57  -18.24  11.06
H  -15.16  -17.18  11.21
H  -15.17  -18.97  11.81
H  -16.69  -18.29  11.08
H  -15.29  -18.70  10.08
O  -13.35  -20.68  7.27
C  -14.50  -19.97  7.06
C  -15.88  -20.64  7.42
O  -16.36  -20.67  8.73
H  -14.54  -19.77  5.96
H  -14.50  -18.94  7.48
H  -15.76  -21.66  7.02
H  -16.65  -20.14  6.80
O  -14.35  -21.29  11.30
C  -14.32  -22.70  11.49
C  -15.63  -23.44  11.14
O  -16.82  -22.67  11.10
H  -14.06  -22.76  12.56
H  -13.49  -23.00  10.83
H  -15.70  -24.33  11.79
H  -15.60  -23.86  10.12
O  -17.05  -20.22  13.07
C  -18.43  -19.96  13.22
C  -19.21  -19.48  11.96
O  -18.66  -19.94  10.74
H  -18.61  -19.26  14.06
H  -18.94  -20.86  13.60
H  -19.20  -18.38  11.92
H  -20.26  -19.83  11.91
C  -20.67  -16.31  9.68
C  -19.76  -15.86  8.53
C  -18.38  -16.45  8.65
O  -17.51  -15.93  7.66
C  -16.13  -16.05  7.97
N  -20.39  -16.33  7.29
H  -20.86  -17.39  9.63
H  -21.64  -15.84  9.49
H  -20.33  -16.14  10.70
H  -19.70  -14.78  8.37
H  -18.39  -17.54  8.51
H  -17.94  -16.19  9.62
H  -15.51  -15.69  7.15
H  -15.89  -17.11  8.14
H  -15.94  -15.45  8.86
H  -19.69  -16.16  6.57
H  -20.50  -17.34  7.27
O  -14.31  -16.79  13.37
H  -14.62  -16.79  12.44
H  -14.99  -17.30  13.83
O  -12.69  -18.69  10.51
H  -13.62  -18.40  10.56
H  -12.36  -18.33  9.67
O  -11.53  -16.91  12.83
H  -12.37  -17.16  12.42
H  -11.77  -16.34  13.56

Calculated values
**Total charge**: -3
**HOMO energy**: 0.100 Ha
**LUMO**: 6.64 eV

(3)
The following is a DFT calculation (ωB97M-V/def2-TZVPD) of a 6-piece molecular cluster, C10H34ClO7P2S6 overall in a non-equilibrium geometry.

Element x y z (Å)
O  6.26  -2.24  4.54
P  5.79  -0.60  4.87
O  6.56  0.52  3.74
S  6.49  -0.09  6.65
P  3.62  -0.30  5.00
Cl  2.55  -1.08  3.32
H  5.59  -2.62  3.90
H  6.11  1.42  3.85
H  3.20  -0.99  6.22
H  3.42  1.13  5.12
C  -0.02  -0.06  1.37
S  -0.91  1.51  1.19
O  -1.05  2.11  2.56
C  -2.50  0.76  0.76
H  1.01  0.16  1.68
H  -0.50  -0.68  2.13
H  0.00  -0.58  0.42
H  -2.83  0.09  1.56
H  -2.41  0.21  -0.18
H  -3.24  1.56  0.64
C  -5.51  -1.81  -2.53
S  -4.73  -2.60  -1.10
O  -4.49  -1.54  -0.07
C  -3.15  -2.93  -1.92
H  -6.51  -1.48  -2.24
H  -4.92  -0.94  -2.85
H  -5.59  -2.53  -3.35
H  -2.71  -2.00  -2.27
H  -3.30  -3.61  -2.76
H  -2.48  -3.40  -1.19
C  -8.48  -1.08  -7.50
S  -7.70  -1.87  -6.08
O  -7.46  -0.81  -5.04
C  -6.12  -2.20  -6.89
H  -9.48  -0.75  -7.21
H  -7.89  -0.21  -7.82
H  -8.56  -1.80  -8.32
H  -5.68  -1.27  -7.24
H  -6.28  -2.89  -7.73
H  -5.45  -2.67  -6.16
C  2.39  -0.24  -1.92
S  0.99  -0.62  -3.01
O  0.25  -1.77  -2.41
C  1.99  -1.26  -4.37
H  2.00  0.15  -0.97
H  2.97  -1.15  -1.72
H  3.02  0.52  -2.38
H  2.60  -2.10  -4.03
H  2.64  -0.47  -4.76
H  1.32  -1.59  -5.16
C  4.80  5.19  5.59
S  6.22  4.09  5.34
O  5.73  2.68  5.51
C  7.09  4.56  6.86
H  4.09  5.03  4.77
H  4.31  4.95  6.54
H  5.14  6.22  5.59
H  6.45  4.36  7.73
H  7.35  5.62  6.81
H  8.00  3.96  6.93

Calculated values
**Total charge**: +1
**Energy above the lowest of the compared OMol25 structures with the same formula, charge and spin**: 233.3 kJ/mol
**HOMO energy**: -0.371 Ha
**LUMO**: -5.11 eV

(4)
The following is a DFT calculation (ωB97M-V/def2-TZVPD) of a 6-piece molecular cluster, C10H34NO10 overall in a non-equilibrium geometry.

Element x y z (Å)
N  -0.49  0.76  0.01
H  -1.44  0.69  0.36
H  -0.34  0.01  -0.65
H  0.16  0.68  0.78
H  -0.36  1.62  -0.50
C  0.39  0.42  -3.54
C  -0.74  -0.67  -3.35
O  -1.65  -0.32  -2.28
O  1.38  0.21  -2.62
H  0.02  1.44  -3.42
H  0.83  0.28  -4.53
H  -0.38  -1.67  -3.11
H  -1.37  -0.77  -4.23
H  -2.54  -0.45  -2.62
H  2.14  0.64  -3.01
C  -3.36  0.34  2.10
C  -2.24  0.80  3.03
O  -1.16  -0.12  2.93
O  -3.08  0.48  0.75
H  -4.19  0.98  2.40
H  -3.69  -0.67  2.34
H  -2.70  0.88  4.02
H  -1.97  1.79  2.68
H  -0.41  0.26  3.40
H  -3.65  -0.08  0.22
C  0.79  -4.44  0.50
C  0.81  -4.29  2.01
O  -0.47  -4.79  2.43
O  -0.08  -3.47  -0.13
H  0.50  -5.42  0.15
H  1.83  -4.28  0.22
H  0.96  -3.25  2.30
H  1.60  -4.92  2.42
H  -0.95  -3.99  2.69
H  0.48  -2.72  -0.30
C  -0.50  4.22  -1.37
C  0.97  3.75  -1.12
O  1.02  3.28  0.22
O  -1.38  3.10  -1.25
H  -0.61  4.66  -2.36
H  -0.94  4.98  -0.73
H  1.58  4.66  -1.09
H  1.34  3.06  -1.87
H  0.95  4.06  0.77
H  -2.18  3.34  -1.73
C  2.68  0.24  1.00
C  2.80  -1.18  0.43
O  1.67  -1.40  -0.44
O  1.63  0.33  1.96
H  2.50  0.88  0.13
H  3.66  0.43  1.43
H  2.80  -1.91  1.25
H  3.70  -1.38  -0.16
H  1.82  -1.00  -1.30
H  1.87  -0.07  2.80

Calculated values
**Total charge**: +2
**Multiplicity**: 2
**Expectation value of S²**: 0.76
**HOMO energy (spin up / spin down)**: -0.573 / -0.573 Ha
**LUMO (spin up / spin down)**: -4.99 / -11.34 eV

(5)
The following is a DFT calculation (ωB97M-V/def2-TZVPD) of C10H35MnO10 as an isolated structure in a non-equilibrium geometry.

Element x y z (Å)
Mn  -1.83  1.65  3.41
C  -0.62  -0.03  0.02
C  -1.14  0.33  1.38
O  -2.35  0.41  1.70
O  -0.35  0.84  2.26
H  -0.89  -1.07  -0.19
H  0.46  0.08  -0.01
H  -1.06  0.54  -0.80
C  2.48  -2.28  -0.05
O  2.76  -0.90  -0.35
H  3.39  -2.77  0.29
H  1.79  -2.35  0.80
H  2.03  -2.75  -0.92
H  2.87  -0.41  0.48
C  2.69  2.23  1.23
O  2.32  1.03  1.85
H  1.95  2.47  0.46
H  2.74  2.95  2.05
H  3.68  2.17  0.78
H  1.38  1.11  2.06
C  0.62  2.83  -2.58
O  0.27  3.95  -1.76
H  0.35  3.12  -3.60
H  1.69  2.65  -2.53
H  0.06  1.96  -2.25
H  -0.60  3.77  -1.40
C  3.85  0.66  -2.94
O  2.71  -0.16  -3.16
H  3.75  1.20  -1.99
H  4.75  0.05  -2.85
H  4.01  1.36  -3.76
H  2.37  -0.27  -2.26
C  -5.61  1.51  1.02
O  -5.26  0.47  1.89
H  -4.90  2.33  1.16
H  -5.60  1.07  0.01
H  -6.60  1.95  1.04
H  -4.33  0.30  1.77
C  -0.83  -4.02  -2.70
O  -1.41  -3.31  -1.65
H  -1.46  -4.78  -3.18
H  -0.58  -3.34  -3.51
H  0.07  -4.47  -2.27
H  -1.48  -3.89  -0.89
C  2.34  0.26  4.84
O  3.40  -0.20  4.03
H  1.86  1.16  4.43
H  1.55  -0.50  4.91
H  2.67  0.46  5.86
H  3.04  -0.18  3.13
C  -3.92  -1.25  -0.66
O  -4.09  -2.25  -1.65
H  -3.71  -0.22  -0.96
H  -4.89  -1.14  -0.19
H  -3.14  -1.59  0.03
H  -3.26  -2.71  -1.85

Calculated values
**Total charge**: +1
**Energy above the lowest of the compared OMol25 structures with the same formula, charge and spin**: 294.6 kJ/mol
**Multiplicity**: 6
**Expectation value of S²**: 8.75
**HOMO energy (spin up / spin down)**: -0.436 / -0.436 Ha
**LUMO (spin up / spin down)**: -7.46 / -7.51 eV

(6)
The following is a DFT calculation (ωB97M-V/def2-TZVPD) of a 7-piece molecular cluster, C10H35N13O7 overall in a non-equilibrium geometry.

Element x y z (Å)
C  -2.92  -8.10  2.87
O  -3.23  -6.80  2.29
C  -3.21  -6.76  0.88
C  -3.24  -5.30  0.45
C  -4.56  -4.60  0.77
N  -2.88  -5.24  -0.94
H  -1.91  -8.36  2.56
H  -3.59  -8.95  2.74
H  -2.74  -7.84  3.91
H  -2.24  -7.19  0.62
H  -3.95  -7.40  0.39
H  -2.53  -4.81  1.11
H  -4.99  -5.02  1.67
H  -5.22  -4.34  -0.06
H  -4.28  -3.61  1.11
H  -1.98  -5.68  -1.09
H  -3.57  -5.69  -1.53
N  1.77  7.48  1.31
C  2.92  7.33  1.76
N  3.03  8.18  2.66
O  3.76  6.56  1.45
H  1.15  8.07  1.84
H  1.41  6.82  0.63
H  2.18  8.64  2.96
H  3.91  8.42  3.10
N  -0.52  0.45  -2.56
C  -1.02  1.64  -2.58
N  -2.32  1.51  -2.48
O  -0.47  2.76  -2.59
H  0.49  0.46  -2.58
H  -1.16  -0.34  -2.47
H  -2.79  0.62  -2.54
H  -2.82  2.38  -2.35
N  5.48  -2.62  -1.79
C  4.99  -3.33  -2.79
N  5.73  -3.33  -3.91
O  3.91  -3.95  -2.73
H  6.38  -2.17  -1.69
H  4.97  -2.77  -0.93
H  6.60  -2.81  -3.96
H  5.44  -3.86  -4.72
N  4.82  0.54  4.18
C  3.81  -0.25  4.13
N  2.79  0.17  3.41
O  3.86  -1.43  4.65
H  5.64  0.12  4.58
H  5.01  1.22  3.46
H  2.74  1.08  2.97
H  1.96  -0.39  3.55
N  5.59  4.77  -4.23
C  6.59  3.96  -3.97
N  6.58  3.44  -2.85
O  7.55  3.86  -4.79
H  5.42  5.34  -5.05
H  4.87  4.72  -3.53
H  6.05  3.86  -2.10
H  7.37  2.84  -2.64
N  -10.29  3.96  1.19
C  -9.82  2.96  0.56
N  -8.77  2.55  1.08
O  -10.34  2.41  -0.41
H  -11.00  4.47  0.68
H  -9.68  4.35  1.88
H  -8.51  3.20  1.81
H  -8.21  1.84  0.62

Calculated values
**Energy above the lowest of the compared OMol25 structures with the same formula, charge and spin**: 697.5 kJ/mol
**HOMO energy**: -0.339 Ha
**LUMO**: 0.02 eV

(7)
The following is a DFT calculation (ωB97M-V/def2-TZVPD) of C10H35O20Zn as an isolated structure in a non-equilibrium geometry.

Element x y z (Å)
Zn  0.70  -3.77  0.53
C  0.70  0.37  -0.04
C  0.07  -0.76  -0.82
O  -0.25  -0.58  -2.01
O  0.11  -1.85  -0.21
H  1.26  0.88  -0.83
H  1.48  0.18  0.69
H  -0.13  0.97  0.33
C  1.68  3.53  -2.57
C  1.18  4.67  -3.39
O  1.28  4.52  -4.64
O  0.93  5.82  -2.95
H  2.76  3.57  -2.41
H  1.68  2.57  -3.09
H  1.22  3.38  -1.59
C  0.75  3.43  2.04
C  -0.42  4.14  2.74
O  -0.31  5.20  3.37
O  -1.53  3.63  2.46
H  0.57  3.67  0.99
H  0.70  2.35  2.19
H  1.70  3.75  2.46
C  -2.86  -4.18  3.02
C  -2.02  -4.70  1.88
O  -2.01  -5.89  1.49
O  -1.18  -3.94  1.40
H  -3.90  -4.27  2.70
H  -2.53  -3.22  3.43
H  -2.90  -4.88  3.86
C  -1.45  -0.08  3.40
C  -2.97  0.25  3.35
O  -3.75  -0.73  3.35
O  -3.35  1.44  3.49
H  -0.91  -0.13  2.46
H  -1.26  -1.04  3.89
H  -0.89  0.61  4.03
O  -3.27  -1.41  0.65
H  -2.60  -2.00  0.99
H  -3.69  -1.05  1.44
O  -1.58  -2.85  -2.71
H  -1.30  -2.01  -2.36
H  -1.05  -3.50  -2.25
O  3.23  -1.30  2.63
H  3.29  -0.46  3.07
H  3.18  -1.08  1.70
O  2.47  -3.46  -0.35
H  2.98  -4.14  -0.80
H  3.05  -2.70  -0.35
O  4.10  0.89  -1.40
H  4.70  1.58  -1.69
H  3.75  0.52  -2.21
O  -1.42  3.35  -0.85
H  -1.67  3.23  0.06
H  -1.65  2.52  -1.28
O  4.17  -1.19  0.16
H  4.21  -0.42  -0.40
H  4.81  -1.80  -0.21
O  1.53  -0.28  -4.27
H  1.22  -1.03  -4.79
H  0.97  -0.27  -3.50
O  -2.57  0.80  -0.96
H  -2.91  0.12  -0.38
H  -1.67  0.53  -1.15
O  -2.28  -0.85  -4.55
H  -2.80  -0.06  -4.65
H  -1.37  -0.55  -4.60

Calculated values
**Total charge**: -2
**Energy above the lowest of the compared OMol25 structures with the same formula, charge and spin**: 267.2 kJ/mol
**Multiplicity**: 2
**Expectation value of S²**: 1.77
**HOMO energy (spin up / spin down)**: -0.132 / -0.041 Ha
**LUMO (spin up / spin down)**: 2.97 / 0.46 eV

(8)
The following is a DFT calculation (ωB97M-V/def2-TZVPD) of a 7-piece molecular cluster, C10H35O7 overall in a non-equilibrium geometry.

Element x y z (Å)
O  -18.82  -3.69  -9.81
H  -19.51  -3.70  -10.48
H  -19.15  -3.21  -9.05
H  -18.60  -4.58  -9.53
C  -18.66  -2.33  -5.54
C  -19.35  -3.33  -6.51
C  -20.52  -4.12  -5.93
O  -19.73  -2.61  -7.61
H  -17.84  -1.79  -6.00
H  -18.29  -2.92  -4.70
H  -19.31  -1.58  -5.07
H  -18.59  -4.02  -6.87
H  -20.28  -4.61  -4.98
H  -20.96  -4.81  -6.65
H  -21.28  -3.38  -5.68
H  -20.27  -1.91  -7.23
C  -22.39  -3.80  -9.69
C  -22.13  -4.15  -11.19
C  -23.03  -3.30  -12.08
O  -20.83  -3.70  -11.43
H  -23.45  -3.88  -9.45
H  -22.09  -2.79  -9.39
H  -21.97  -4.56  -9.02
H  -22.30  -5.18  -11.52
H  -23.19  -2.28  -11.73
H  -23.99  -3.82  -12.05
H  -22.68  -3.20  -13.11
H  -20.61  -3.79  -12.36
C  -15.25  -4.04  -8.55
O  -15.52  -3.05  -7.61
H  -16.02  -4.10  -9.32
H  -14.41  -3.75  -9.17
H  -15.08  -5.02  -8.12
H  -14.71  -2.93  -7.12
C  -17.32  -5.62  -12.90
O  -17.91  -5.69  -11.56
H  -17.42  -4.71  -13.48
H  -16.23  -5.71  -12.85
H  -17.75  -6.51  -13.35
H  -18.30  -6.56  -11.43
C  -19.36  -6.79  -8.33
O  -18.26  -5.89  -8.45
H  -20.39  -6.42  -8.30
H  -19.44  -7.54  -9.12
H  -19.08  -7.40  -7.47
H  -17.46  -6.40  -8.30
C  -16.82  -0.94  -9.86
O  -17.29  -0.99  -8.54
H  -15.79  -1.32  -9.91
H  -17.41  -1.49  -10.58
H  -16.80  0.11  -10.13
H  -16.91  -1.71  -8.04

Calculated values
**Energy above the lowest of the compared OMol25 structures with the same formula, charge and spin**: 0.0 kJ/mol
**Multiplicity**: 2
**Expectation value of S²**: 0.75
**HOMO energy (spin up / spin down)**: -0.081 / -0.365 Ha
**LUMO (spin up / spin down)**: 0.55 / 0.43 eV

Taking the records one at a time from the top gives DFT total energy values of -23151.7994, -34822.3707, -121354.5094, -32867.0313, -62721.0488, -44641.0996, -100304.1590, -25263.7384 eV.